Record 1
9
Properties=species:S:1:pos:R:3 method="wB97M-V/def2-TZVPD" homo_energy_ev=-8.922 e_above_lowest_kj_mol=129.05 e_tot_ha=-1049.6653 e_lumo_ev=-0.6 total_charge=0
C 0.2632 -1.1679 0.1516
C -0.3091 0.2827 0.1375
C -0.1907 1.2536 -0.7880
H -0.3175 -1.4390 1.8721
H -0.8810 0.5111 1.1366
H 0.5783 1.0647 -1.5998
O 0.3299 -1.8099 1.2759
S 1.0555 -1.6632 -1.2036
Cl -0.5286 2.9678 -0.9824



Record 2
19
Properties=species:S:1:pos:R:3 method="wB97M-V/def2-TZVPD" homo_energy_ev="-13.437 / -13.437" e_above_lowest_kj_mol=115.71 multiplicity=2 s2=0.758 e_tot_ha=-418.3021 e_lumo_ev="-3.9 / -6.3" total_charge=+1
C 1.9499 -1.4579 3.4062
C 1.2571 -1.0548 2.2607
N 1.3424 0.1715 1.7178
N 1.4090 -2.3868 4.1748
H 2.8944 -1.0620 3.7583
H 0.6521 -1.7743 1.7327
H 0.6421 0.2278 0.9839
H 2.1451 0.6338 1.3238
H 0.4668 -2.6366 3.9107
H 1.9747 -2.8519 4.8674
H -3.0322 3.0046 2.4179
H -4.4653 2.9049 2.8656
O -3.8605 3.4984 2.4019
H -0.7025 0.8046 -7.5408
H -0.9405 -0.2871 -6.8654
O -1.4359 0.4907 -6.9751
H 0.1616 -0.2685 -5.4654
H -0.1706 -0.0856 -4.0024
O 0.5660 -0.0684 -4.6183